1.
# C4H14N2

A 2-piece molecular cluster, C4H14N2 overall in a non-equilibrium geometry (ωB97M-V/def2-TZVPD, the Open Molecules 2025 dataset).

HOMO energy = -9.56 eV
ΔE to the lowest compared entry with this formula, charge and spin = 9.7 kcal/mol
E = -270.2801 Eh
net charge = 0
frontier orbital gap = 10.37 eV
SMILES string = CCC.NCN

Bonds (Å) are listed after each position.
CARTESIAN COORDINATES (ANGSTROEM)
1 C 0.522 -1.758 -2.838  C2 1.548, H4 1.090, H5 1.092, H6 1.087
2 C 1.851 -0.996 -3.059  C1 1.548, C3 1.510, H7 1.099, H8 1.094
3 C 1.990 0.239 -2.202  C2 1.510, H9 1.089, H10 1.097, H11 1.097
4 H 0.286 -2.473 -3.626  C1 1.090
5 H -0.304 -1.048 -2.919  C1 1.092
6 H 0.558 -2.219 -1.855  C1 1.087
7 H 1.993 -0.761 -4.124  C2 1.099
8 H 2.611 -1.764 -2.881  C2 1.094
9 H 3.015 0.574 -2.049  C3 1.089
10 H 1.604 1.170 -2.634  C3 1.097
11 H 1.627 0.077 -1.179  C3 1.097
12 N -2.429 -0.187 3.136  C13 1.469, H15 1.019, H16 1.018
13 C -1.650 0.885 3.769  N12 1.469, N14 1.440, H17 1.093, H18 1.102
14 N -1.390 2.000 2.896  C13 1.440, H19 1.008, H20 1.015
15 H -3.330 0.209 2.874  N12 1.019
16 H -2.045 -0.316 2.201  N12 1.018
17 H -2.305 1.304 4.538  C13 1.093
18 H -0.826 0.406 4.323  C13 1.102
19 H -1.085 2.779 3.458  N14 1.008
20 H -0.692 1.879 2.170  N14 1.015

Calculated atomic charges, method Mulliken, unit e: -1.12 -0.19 -1.04 0.33 0.30 0.30 0.28 0.25 0.34 0.30 0.25 -0.63 -0.31 -0.58 0.26 0.22 0.33 0.28 0.22 0.19

***

2.
# C7H17P

One molecule with the formula C7H17P in a non-equilibrium geometry (ωB97M-V/def2-TZVPD, the Open Molecules 2025 dataset).

HOMO energy = -8.26 eV
ΔE to the lowest compared entry with this formula, charge and spin = 33.1 kcal/mol
E = -618.1957 Eh
net charge = 0
frontier orbital gap = 9.12 eV
SMILES string = CCC(C)(C)P(C)C

Bonds (Å) are listed after each position.
CARTESIAN COORDINATES (ANGSTROEM)
1 C 2.759 -0.702 -0.103  C3 1.542, H9 1.165, H10 1.132, H14 1.055
2 C 0.334 0.226 1.411  C7 1.537, H11 1.074, H12 1.108, H13 1.090
3 C 1.407 -0.756 -0.841  C1 1.542, C7 1.604, H15 1.063, H16 1.160
4 C 0.506 1.694 -0.555  C7 1.530, H17 1.145, H18 1.164, H19 1.163
5 C -2.424 0.932 -0.647  P8 1.840, H20 1.143, H21 1.148, H22 1.127
6 C -1.836 -1.546 0.453  P8 1.862, H23 1.162, H24 1.106, H25 1.132
7 C 0.366 0.233 -0.126  C2 1.537, C3 1.604, C4 1.530, P8 1.833
8 P -1.182 -0.408 -0.868  C5 1.840, C6 1.862, C7 1.833
9 H 2.649 -1.310 0.885  C1 1.165
10 H 3.544 -1.162 -0.776  C1 1.132
11 H 0.533 -0.772 1.757  C2 1.074
12 H 0.945 1.002 1.912  C2 1.108
13 H -0.727 0.445 1.530  C2 1.090
14 H 3.099 0.286 0.043  C1 1.055
15 H 1.434 -0.644 -1.897  C3 1.063
16 H 1.076 -1.867 -0.874  C3 1.160
17 H 1.536 2.172 -0.409  C4 1.145
18 H 0.217 2.109 -1.604  C4 1.164
19 H -0.209 2.315 0.121  C4 1.163
20 H -2.107 1.918 -1.130  C5 1.143
21 H -3.413 0.405 -0.895  C5 1.148
22 H -2.500 1.112 0.463  C5 1.127
23 H -2.799 -2.141 0.189  C6 1.162
24 H -1.225 -2.467 0.491  C6 1.106
25 H -1.983 -1.075 1.472  C6 1.132

Calculated atomic charges, method Mulliken, unit e: -1.14 -1.79 -0.94 -1.61 -1.01 -1.15 1.65 0.00 0.24 0.37 0.50 0.32 0.41 0.30 0.55 0.35 0.25 0.32 0.40 0.30 0.36 0.30 0.36 0.33 0.34

***

3.
# C21H19ClN4O4S

One molecule with the formula C21H19ClN4O4S in a non-equilibrium geometry (ωB97M-V/def2-TZVPD, the Open Molecules 2025 dataset).

HOMO energy = -7.53 eV
E = -2189.8648 Eh
net charge = 0
frontier orbital gap = 7.57 eV
SMILES string = CCOC(=O)C1=NN(c2cccc(Cl)c2)C2=NC(C)=C(C(=O)OC)[C@H](c3cccs3)N12

Bonds (Å) are listed after each position.
CARTESIAN COORDINATES (ANGSTROEM)
1 O 2.615 -0.964 1.798  C9 1.230
2 O -2.758 0.622 3.365  C10 1.223
3 Cl -0.992 1.402 -6.105  C23 1.774
4 N 1.010 -1.869 -1.077  C11 1.338, N25 1.300
5 N -1.801 0.147 -1.059  C12 1.313, C16 1.380
6 O -2.884 2.650 2.312  C10 1.307, C27 1.464
7 O 2.091 -3.165 1.198  C9 1.396, C31 1.441
8 S 0.666 2.443 3.385  C13 1.672, C17 1.754
9 C 1.902 -1.782 1.220  O1 1.230, O7 1.396, C11 1.436
10 C -2.588 1.382 2.422  O2 1.223, O6 1.307, C18 1.492
11 C 1.013 -1.375 0.167  N4 1.338, C9 1.436, N26 1.388
12 C -0.637 -0.442 -0.909  N5 1.313, N25 1.405, N26 1.368
13 C 1.621 3.593 2.638  S8 1.672, C14 1.327, H32 1.084
14 C 1.732 3.557 1.316  C13 1.327, C15 1.495, H33 1.083
15 C 0.903 2.408 0.838  C14 1.495, C17 1.367, H34 1.131
16 C -2.481 0.680 0.017  N5 1.380, C18 1.390, C28 1.508
17 C 0.382 1.649 1.848  S8 1.754, C15 1.367, C29 1.511
18 C -1.839 0.874 1.236  C10 1.492, C16 1.390, C29 1.555
19 C 0.249 -2.425 -5.294  C20 1.387, C21 1.444, H35 1.141
20 C -0.110 -1.333 -6.069  C19 1.387, C23 1.446, H36 1.061
21 C 0.563 -2.287 -3.891  C19 1.444, C24 1.378, H37 1.066
22 C -0.462 -0.205 -3.974  C23 1.391, C24 1.335, H38 1.125
23 C -0.507 -0.135 -5.363  Cl3 1.774, C20 1.446, C22 1.391
24 C 0.059 -1.186 -3.233  C21 1.378, C22 1.335, N25 1.447
25 N 0.156 -1.197 -1.790  N4 1.300, C12 1.405, C24 1.447
26 N 0.003 -0.433 0.300  C11 1.388, C12 1.368, C29 1.496
27 C -3.842 3.001 3.360  O6 1.464, H39 1.047, H40 1.121, H41 1.096
28 C -3.814 1.368 -0.139  C16 1.508, H42 1.189, H43 1.114, H44 1.162
29 C -0.381 0.395 1.486  C17 1.511, C18 1.555, N26 1.496, H45 1.071
30 C 4.549 -3.349 1.458  C31 1.529, H46 1.123, H47 1.152, H48 1.138
31 C 3.165 -3.562 2.072  O7 1.441, C30 1.529, H49 1.096, H50 1.058
32 H 2.162 4.308 3.247  C13 1.084
33 H 2.455 4.028 0.661  C14 1.083
34 H 0.987 2.012 -0.218  C15 1.131
35 H 0.771 -3.353 -5.705  C19 1.141
36 H -0.107 -1.387 -7.129  C20 1.061
37 H 1.282 -2.854 -3.346  C21 1.066
38 H -0.869 0.597 -3.298  C22 1.125
39 H -4.602 2.283 3.396  C27 1.047
40 H -4.245 4.038 3.224  C27 1.121
41 H -3.323 3.062 4.324  C27 1.096
42 H -3.673 2.546 -0.227  C28 1.189
43 H -4.394 1.061 0.762  C28 1.114
44 H -4.501 1.025 -1.012  C28 1.162
45 H -0.495 -0.256 2.328  C29 1.071
46 H 4.637 -2.232 1.374  C30 1.123
47 H 5.336 -3.689 2.227  C30 1.152
48 H 4.667 -3.927 0.485  C30 1.138
49 H 3.138 -3.130 3.079  C31 1.096
50 H 3.191 -4.596 2.296  C31 1.058

Calculated atomic charges, method Mulliken, unit e: -0.54 -0.60 -0.20 -0.96 -0.67 -0.20 -0.32 -0.14 0.27 -0.63 0.27 0.31 -0.42 -0.65 -0.30 0.76 0.36 -0.09 -0.69 -0.24 -0.29 -0.11 -0.12 0.37 0.86 0.26 -0.80 -0.99 0.11 -0.98 -0.36 0.41 0.35 0.25 0.26 0.44 0.42 0.39 0.36 0.25 0.31 0.19 0.38 0.33 0.76 0.32 0.33 0.25 0.33 0.44

***

4.
# C2H6BrN3

An isolated ion of composition C2H6BrN3 and charge +2 in a non-equilibrium geometry (ωB97M-V/def2-TZVPD, the Open Molecules 2025 dataset).

HOMO energy (spin up / spin down) = -18.68 / -18.63 eV
ΔE to the lowest compared entry with this formula, charge and spin = 79.3 kcal/mol
E = -2817.2750 Eh
net charge = +2
frontier orbital gap (spin up / spin down) = 6.96 / 6.80 eV

Bonds (Å) are listed after each position.
CARTESIAN COORDINATES (ANGSTROEM)
1 C -1.885 -0.693 -0.405  N4 1.300, N5 1.299, H7 1.089
2 C 2.906 -0.057 -0.044  N3 1.242, Br6 1.776
3 N 3.697 0.788 0.408  C2 1.242, H8 1.036, H9 1.037
4 N -3.149 -0.402 -0.328  C1 1.300, H10 1.015, H11 1.017
5 N -0.935 -0.040 0.195  C1 1.299, Br6 2.220, H12 1.015
6 Br 1.197 -0.514 -0.203  C2 1.776, N5 2.220
7 H -1.591 -1.555 -1.001  C1 1.089
8 H 3.491 1.666 0.918  N3 1.036
9 H 4.710 0.612 0.276  N3 1.037
10 H -3.849 -0.988 -0.773  N4 1.015
11 H -3.500 0.384 0.213  N4 1.017
12 H -1.092 0.798 0.745  N5 1.015

Calculated atomic charges, method Mulliken, unit e: 0.30 0.38 -0.20 -0.27 -0.51 0.59 0.28 0.32 0.35 0.27 0.24 0.26

***

5.
# C3H6OS

A 2-piece molecular cluster, C3H6OS overall in a non-equilibrium geometry (ωB97M-V/def2-TZVPD, the Open Molecules 2025 dataset).

HOMO energy (spin up / spin down) = -9.25 / -9.25 eV
ΔE to the lowest compared entry with this formula, charge and spin = 88.1 kcal/mol
E = -591.1926 Eh
net charge = 0
frontier orbital gap (spin up / spin down) = 6.94 / 6.94 eV

Bonds (Å) are listed after each position.
CARTESIAN COORDINATES (ANGSTROEM)
1 C 0.290 0.054 -0.385  C2 1.565, C3 1.499, H6 1.081
2 C 1.760 0.311 0.087  C1 1.565, O4 1.209, H7 1.099
3 C -0.545 -0.875 0.442  C1 1.499, H8 1.155, H9 1.053, H10 1.152
4 O 2.385 -0.105 1.034  C2 1.209
5 S -1.723 1.775 -0.914  H11 1.438
6 H 0.183 0.125 -1.459  C1 1.081
7 H 2.230 1.074 -0.549  C2 1.099
8 H 0.332 -1.359 1.018  C3 1.155
9 H -1.167 -1.445 -0.189  C3 1.053
10 H -1.199 -0.322 1.213  C3 1.152
11 H -2.544 0.768 -0.298  S5 1.438

Calculated atomic charges, method Mulliken, unit e: -0.17 -0.01 -1.10 -0.44 -0.26 0.58 0.32 0.34 0.32 0.31 0.12

***

6.
# C6H10OS

One molecule with the formula C6H10OS in a non-equilibrium geometry (ωB97M-V/def2-TZVPD, the Open Molecules 2025 dataset).

HOMO energy (spin up / spin down) = -7.62 / -7.56 eV
ΔE to the lowest compared entry with this formula, charge and spin = 85.9 kcal/mol
E = -707.9134 Eh
net charge = 0
frontier orbital gap (spin up / spin down) = 7.64 / 7.53 eV

Bonds (Å) are listed after each position.
CARTESIAN COORDINATES (ANGSTROEM)
1 C -0.775 1.812 -0.137  C2 1.352, C3 1.436, H9 1.116
2 C 0.321 1.020 -0.127  C1 1.352, C4 1.467, H10 1.087
3 C -2.108 1.302 0.024  C1 1.436, S8 1.773, H11 1.133, H12 1.083
4 C 0.455 -0.427 0.078  C2 1.467, C5 1.486, C6 1.545
5 C 1.091 -0.938 1.321  C4 1.486, H13 1.059, H14 1.099, H15 1.108
6 C 0.474 -1.242 -1.234  C4 1.545, H16 1.065, H17 1.112, H18 1.197
7 O -2.342 -1.179 -0.609  S8 1.470
8 S -2.023 -0.379 0.582  C3 1.773, O7 1.470
9 H -0.545 2.898 -0.022  C1 1.116
10 H 1.218 1.606 0.056  C2 1.087
11 H -2.667 1.806 0.870  C3 1.133
12 H -2.781 1.426 -0.816  C3 1.083
13 H 0.353 -1.143 2.054  C5 1.059
14 H 1.741 -0.224 1.845  C5 1.099
15 H 1.758 -1.822 1.288  C5 1.108
16 H 0.823 -2.245 -1.157  C6 1.065
17 H 1.043 -0.599 -1.941  C6 1.112
18 H -0.697 -1.213 -1.484  C6 1.197

Calculated atomic charges, method Mulliken, unit e: -0.44 -0.38 -0.37 0.55 -1.17 -1.01 -0.64 0.30 0.30 0.31 0.31 0.33 0.29 0.33 0.34 0.39 0.31 0.26